*1*
ORCA calculation (ωB97M-V/def2-TZVPD) on C3H3NOS in the gas phase.

XYZ file:
```
9
Properties=species:S:1:pos:R:3:mulliken_charge:R:1
S -2.400 -0.556 -0.215 -0.16
O 1.009 1.227 -0.236 -0.50
N 1.616 -1.858 0.047 -0.43
C 0.057 0.204 -0.443 0.16
C -1.008 0.039 0.450 -0.30
C 0.854 -1.030 -0.388 0.37
H 1.281 1.123 0.770 0.36
H -0.536 0.414 -1.537 0.29
H -0.873 0.437 1.552 0.21
```

Properties
E_LUMO: -0.0522 hartree
Charge: 0
Structure (SMILES): N#C[C@H](O)C=S
2S+1: 1

---

*2*
ORCA calculation (ωB97M-V/def2-TZVPD) on C3H3NOS in the gas phase.

XYZ file:
```
9
Properties=species:S:1:pos:R:3:mulliken_charge:R:1
S -2.001 -1.636 -0.077 -0.24
O 0.305 -0.546 0.707 -0.30
N -0.663 0.540 -0.980 -0.49
C 0.546 1.178 -0.634 -0.22
C 1.115 0.510 0.381 -0.13
C -0.721 -0.450 -0.154 0.54
H -1.484 -2.332 0.966 0.15
H 0.891 2.089 -1.185 0.32
H 2.011 0.646 0.974 0.37
```

Properties
E_LUMO: 0.0258 hartree
Charge: 0
Structure (SMILES): Sc1ncco1
2S+1: 1

---

Energies relative to the most stable structure are *1* 56.4; *2* 0.0, reported in kcal/mol.

---

*1*
ORCA calculation (ωB97M-V/def2-TZVPD) on a gas-phase ion, CH6N3O (charge +1).

XYZ file:
```
11
Properties=species:S:1:pos:R:3:mulliken_charge:R:1
O -0.722 -1.571 0.149 -0.57
N -0.155 1.140 -0.291 -0.01
N 0.566 0.129 -0.955 -0.29
N 0.310 0.457 1.148 -0.32
C 0.511 -0.737 0.177 0.19
H -1.149 1.236 -0.417 0.34
H 1.391 -1.409 0.372 0.38
H 0.314 -0.009 -1.950 0.29
H -0.319 0.370 1.841 0.26
H -0.619 -2.533 -0.146 0.37
H 0.445 1.980 -0.212 0.37
```

Properties
E_LUMO: -0.1730 hartree
Charge: +1
Structure (SMILES): OC1N[NH2+]N1
2S+1: 1

---

*2*
ORCA calculation (ωB97M-V/def2-TZVPD) on a gas-phase ion, CH6N3O (charge +1).

XYZ file:
```
11
Properties=species:S:1:pos:R:3:mulliken_charge:R:1
O -0.062 0.304 2.348 -0.46
N 0.583 0.066 1.353 0.43
N -0.001 0.091 0.150 0.41
N -1.428 0.339 0.035 -0.58
C 0.657 -0.213 -1.158 -0.65
H -0.075 -0.899 -1.779 0.29
H 1.565 -0.724 -0.971 0.32
H -2.005 -0.333 -0.522 0.31
H 1.605 0.021 1.352 0.33
H -1.883 0.625 0.861 0.29
H 1.044 0.723 -1.669 0.31
```

Properties
E_LUMO (alpha / beta): -0.2215 / -0.2215 hartree
Charge: +1
Structure (SMILES): CN(N)[NH+]=O
2S+1: 1

---

Energies relative to the most stable structure are *1* 0.0; *2* 9.7, reported in kcal/mol.

---

*1*
ORCA calculation (ωB97M-V/def2-TZVPD) on 10 unconnected molecules or ions with the total composition C6H31NO10.

XYZ file:
```
48
Properties=species:S:1:pos:R:3:mulliken_charge:R:1
O -0.740 -1.129 2.822 -0.60
O -1.313 -2.401 0.693 -0.73
O -1.677 1.022 2.067 -0.82
O 1.300 -2.648 1.292 -0.60
O -1.683 2.759 -1.234 -0.68
O -3.402 -1.163 -1.902 -0.67
O -2.652 0.435 -0.277 -0.62
O -1.394 -3.511 -1.673 -0.64
O 0.633 2.533 -2.518 -0.63
O 3.447 -1.649 -1.830 -0.43
N 1.376 1.303 1.310 0.65
C 2.305 -1.675 -1.987 -0.23
C 1.370 -0.529 -2.157 -0.92
C 1.996 1.044 2.704 -1.16
C 1.885 0.440 0.165 -0.96
C 1.189 2.703 1.111 -0.81
C 0.841 0.243 -0.936 2.33
H 1.836 -3.381 0.959 0.29
H 2.764 1.826 3.058 0.26
H 1.832 -2.617 -2.142 0.44
H -0.171 -0.716 3.511 0.26
H -0.953 -2.677 1.523 0.25
H 1.133 1.133 3.326 0.36
H 1.895 3.434 1.649 0.28
H -3.274 -0.658 -2.619 0.26
H -1.802 -4.317 -1.288 0.33
H -0.845 0.788 1.603 0.38
H 0.492 -0.997 -2.695 0.22
H -0.071 -0.135 -0.435 -0.35
H 2.422 -0.453 0.591 0.48
H -0.031 2.731 -1.866 0.48
H 2.436 0.108 2.759 0.35
H -2.799 0.636 0.596 0.27
H -1.791 1.991 1.935 0.30
H -1.406 -1.465 0.696 0.19
H 0.326 1.195 -1.403 -1.19
H 1.100 -2.029 0.572 0.29
H 0.329 2.078 -3.169 0.26
H -2.236 3.113 -1.882 0.26
H -3.103 -0.372 -0.350 0.39
H 0.130 2.994 1.183 0.10
H -1.193 -3.172 -0.835 0.46
H -2.880 -1.979 -2.066 0.35
H 1.791 0.299 -2.782 0.46
H 1.395 2.802 0.034 0.29
H 2.846 0.971 -0.389 0.08
H -1.631 -0.798 3.073 0.31
H -2.021 1.891 -0.797 0.45
```

Properties
E_LUMO: 0.0100 hartree
Charge: 0
Structure (SMILES): CN(C)CCCC=O.O.O.O.O.O.O.O.O.O
2S+1: 1

---

*2*
ORCA calculation (ωB97M-V/def2-TZVPD) on 10 unconnected molecules or ions with the total composition C6H31NO10.

XYZ file:
```
48
Properties=species:S:1:pos:R:3:mulliken_charge:R:1
O 3.031 -0.929 1.440 -0.71
O -1.131 -3.935 2.748 -0.68
O 4.176 1.878 0.291 -0.60
O -4.844 0.802 -1.245 -0.70
O 3.956 -1.715 -2.932 -0.62
O -3.007 -1.036 -1.117 -0.69
O 3.015 4.460 0.043 -0.63
O -1.951 1.605 -2.025 -0.52
O -0.508 -4.476 -0.072 -0.60
O -2.969 -2.468 1.379 -0.67
N 0.917 1.086 -0.830 -0.05
C -0.881 0.192 2.104 -1.40
C 0.960 0.267 -2.120 -0.80
C 0.952 1.946 1.799 -1.31
C -1.570 1.765 -0.887 -0.24
C -0.401 1.390 1.291 0.60
C -0.416 1.084 -0.214 0.47
H 0.218 -3.910 -0.358 0.28
H -0.634 -0.039 -0.302 0.17
H -3.727 -0.741 -0.562 0.43
H -0.027 0.031 -2.531 0.28
H 1.714 -0.515 -1.849 0.09
H 0.794 2.220 2.843 0.44
H 1.365 1.976 -0.997 0.23
H 3.367 -2.047 -2.249 0.31
H 3.214 -1.122 0.523 0.26
H -2.288 2.297 -0.212 0.33
H -1.784 -0.299 1.718 0.29
H -1.138 2.185 1.511 0.25
H 1.550 0.799 -2.856 0.40
H 3.860 0.991 0.489 0.33
H -1.203 -4.401 1.898 0.33
H -5.530 1.023 -0.613 0.30
H 2.246 -0.422 1.649 0.24
H 1.403 2.820 1.347 0.27
H -2.992 -0.746 -2.038 0.27
H 3.241 3.633 -0.404 0.31
H -2.717 -2.285 0.465 0.38
H -1.345 0.365 3.073 0.39
H 4.732 -1.370 -2.476 0.33
H -4.042 1.327 -1.312 0.36
H 1.750 1.168 2.046 0.15
H 4.940 2.274 0.705 0.28
H -0.005 -0.548 2.124 0.23
H -3.849 -2.827 1.515 0.28
H 3.047 4.338 0.993 0.31
H -0.896 -4.806 -0.892 0.31
H -1.569 -3.104 2.492 0.35
```

Properties
E_LUMO: -0.0037 hartree
Charge: 0
Structure (SMILES): CN[C@H](C=O)C(C)C.O.O.O.O.O.O.O.O.O
2S+1: 1

---

Energies relative to the most stable structure are *1* 25.8; *2* 0.0, reported in kcal/mol.

---

*1*
ORCA calculation (ωB97M-V/def2-TZVPD) on 2 unconnected molecules or ions with the total composition CH6N3S2.

XYZ file:
```
12
Properties=species:S:1:pos:R:3:mulliken_charge:R:1
S -0.876 1.593 -0.599 -0.33
S 0.345 -1.136 0.602 -0.16
N 1.354 1.346 1.382 -0.43
N -1.328 -1.844 -1.737 -0.24
N -1.241 -1.188 -0.564 0.07
C -0.733 -0.064 -0.253 0.39
H -0.908 -1.602 -2.565 0.22
H 0.669 1.552 0.613 0.05
H 0.974 0.870 2.179 0.34
H 1.749 2.212 1.886 0.37
H -1.963 -2.563 -1.630 0.25
H 1.958 0.824 0.686 0.46
```

Properties
E_LUMO: -0.1854 hartree
Charge: +1
2S+1: 1

---

*2*
ORCA calculation (ωB97M-V/def2-TZVPD) on a gas-phase ion, CH6N3S2 (charge +1).

XYZ file:
```
12
Properties=species:S:1:pos:R:3:mulliken_charge:R:1
S 2.086 1.292 2.673 -0.07
S 0.260 1.217 2.002 0.17
N 0.840 -0.915 -0.347 -0.36
N -1.212 -0.579 -1.337 -0.38
N -0.186 0.968 0.082 -0.51
C -0.206 -0.156 -0.603 0.67
H 1.040 -1.736 -0.815 0.21
H -1.169 -1.176 -2.150 0.25
H -0.032 -0.135 1.902 0.26
H -2.162 -0.115 -1.245 0.25
H 1.649 -0.339 0.119 0.26
H -0.909 1.674 -0.280 0.27
```

Properties
E_LUMO: -0.1962 hartree
Charge: +1
2S+1: 1

---

Energies relative to the most stable structure are *1* 51.5; *2* 0.0, reported in kcal/mol.

---

*1*
ORCA calculation (ωB97M-V/def2-TZVPD) on 2 unconnected molecules or ions with the total composition C10H8N2.

XYZ file:
```
20
Properties=species:S:1:pos:R:3:mulliken_charge:R:1
N -3.933 -0.160 0.246 -0.57
N 3.813 0.717 -0.237 -0.52
C -2.000 -0.505 -1.109 -0.35
C -3.304 0.788 0.900 -0.29
C 2.684 1.267 -0.633 -0.44
C 2.670 -1.189 0.593 -0.62
C 3.818 -0.458 0.364 -0.16
C -1.384 0.493 -0.412 0.14
C -3.316 -0.792 -0.726 -0.25
C 1.463 -0.628 0.179 0.15
C 1.456 0.610 -0.417 0.11
C -1.992 1.171 0.602 -0.22
H -3.877 -1.562 -1.238 0.36
H 2.690 -2.152 1.079 0.36
H -1.537 -1.061 -1.907 0.40
H 2.756 2.227 -1.122 0.38
H 0.556 -1.193 0.330 0.41
H -1.511 1.958 1.158 0.39
H 4.796 -0.815 0.658 0.36
H -3.849 1.282 1.693 0.36
```

Properties
E_LUMO (alpha / beta): -0.0196 / -0.0252 hartree
Charge: 0
2S+1: 1

---

*2*
ORCA calculation (ωB97M-V/def2-TZVPD) on 2 unconnected molecules or ions with the total composition C10H8N2.

XYZ file:
```
20
Properties=species:S:1:pos:R:3:mulliken_charge:R:1
N 1.787 0.000 1.840 -0.74
N -0.257 -1.124 2.345 -0.14
C -0.212 4.314 -0.103 -0.56
C -0.002 3.333 -0.777 -0.32
C 0.784 -0.719 -3.880 -0.40
C 0.324 1.382 -2.435 0.40
C 0.577 0.283 -3.249 -0.51
C -0.836 -1.740 0.203 -0.54
C 0.735 -0.646 1.521 0.16
C -1.303 -1.840 1.621 -0.38
C 0.310 -1.027 0.148 -0.22
C 0.186 2.265 -1.638 0.50
H -1.384 -2.176 -0.626 0.42
H -0.189 -1.081 3.351 0.16
H 0.812 -1.606 -4.474 0.46
H -1.351 -2.908 1.861 0.25
H 0.879 -0.747 -0.737 0.53
H 1.776 0.180 2.855 0.20
H -0.332 5.227 0.432 0.46
H -2.305 -1.370 1.744 0.26
```

Properties
E_LUMO: 0.0151 hartree
Charge: 0
Structure (SMILES): [H]/N=C1/C=CCN1.C#CC#CC#C
2S+1: 1

---

Energies relative to the most stable structure are *1* 0.0; *2* 25.9, reported in kcal/mol.